2 unconnected molecules or ions with the total composition C3H5NO2. Source: the OMol25 dataset; level of theory: wB97M-V/def2-TZVPD.

Positions of all 11 atoms, in Å:
H  -0.44  0.52  1.48
N  -1.31  0.76  1.00
C  -1.08  1.40  -0.08
O  0.11  1.69  -0.64
H  -1.91  1.77  -0.68
H  0.77  1.04  -0.32
C  1.23  -1.03  -0.11
C  0.02  -1.53  -0.35
O  -1.02  -1.95  -0.60
H  1.96  -1.11  -0.89
H  1.53  -0.85  0.92

Computed properties:
**E_LUMO**: 0.7 eV
**Largest force on an atom**: 1.065 eV Å⁻¹
**SMILES string**: [H]/N=C\O.C=C=O

2 unconnected molecules or ions with the total composition C32H32F2NO. Source: the OMol25 dataset; level of theory: wB97M-V/def2-TZVPD.

Positions of all 68 atoms, in Å:
C  4.82  2.91  2.94
C  3.52  2.23  2.68
C  2.32  2.92  2.84
F  2.37  4.22  3.25
C  1.08  2.35  2.62
C  0.99  1.03  2.11
C  -0.30  0.33  1.87
C  -1.53  1.11  2.15
C  -1.73  2.42  1.65
C  -2.89  3.11  1.99
F  -3.00  4.42  1.62
C  -3.91  2.56  2.76
C  -5.13  3.34  3.07
C  -3.71  1.26  3.25
C  -2.53  0.57  2.99
C  2.19  0.31  1.97
C  3.42  0.90  2.25
H  5.64  2.19  2.83
H  5.00  3.73  2.23
H  4.88  3.32  3.95
H  0.19  2.92  2.87
H  -0.29  -0.62  2.43
H  -0.95  2.92  1.08
H  -5.95  2.67  3.36
H  -4.99  4.05  3.90
H  -5.44  3.93  2.20
H  -4.48  0.79  3.86
H  -2.36  -0.41  3.43
H  2.15  -0.73  1.64
H  4.34  0.32  2.12
O  -1.01  -0.33  -2.74
C  -0.05  -1.25  -2.26
C  0.16  -2.22  -3.45
C  0.09  -1.69  -4.73
C  0.20  -2.53  -5.84
C  0.41  -3.91  -5.67
C  0.51  -4.43  -4.38
C  0.39  -3.59  -3.27
C  1.26  -0.52  -1.90
C  1.23  0.81  -1.49
C  2.41  1.44  -1.11
C  3.63  0.76  -1.17
C  3.66  -0.57  -1.62
C  2.47  -1.21  -1.98
C  -0.58  -1.92  -0.98
C  -1.83  -2.76  -1.28
C  -2.76  -2.58  -0.08
C  -2.15  -1.43  0.74
N  -0.99  -0.97  0.04
H  -1.41  0.14  -1.99
H  -0.07  -0.62  -4.87
H  0.13  -2.11  -6.85
H  0.50  -4.57  -6.54
H  0.69  -5.50  -4.22
H  0.48  -4.00  -2.26
H  0.28  1.36  -1.48
H  2.36  2.47  -0.74
H  4.55  1.26  -0.86
H  4.60  -1.11  -1.68
H  2.48  -2.24  -2.33
H  0.23  -2.58  -0.59
H  -2.32  -2.38  -2.19
H  -1.55  -3.80  -1.44
H  -3.77  -2.30  -0.38
H  -2.81  -3.49  0.53
H  -2.88  -0.61  0.83
H  -1.96  -1.79  1.77
H  -0.32  -0.31  0.54

Computed properties:
**E_LUMO**: -6.1 eV
**Largest force on an atom**: 6.468 eV Å⁻¹
**Net charge**: +1

A gas-phase ion, C3H5N4 (charge +1). Source: the OMol25 dataset; level of theory: wB97M-V/def2-TZVPD.

Positions of all 12 atoms, in Å:
C  1.82  0.19  -0.47
N  1.23  -1.06  -0.69
N  0.08  -1.33  -0.38
N  -0.59  -0.45  0.17
C  -1.66  -0.03  0.71
C  -2.80  0.76  0.85
N  -2.35  0.30  1.97
H  1.37  0.71  0.41
H  2.87  0.20  -0.46
H  1.56  0.90  -1.26
H  1.87  -1.74  -1.13
H  -3.40  1.53  0.29

Computed properties:
**E_LUMO**: -4.6 eV
**Largest force on an atom**: 4.009 eV Å⁻¹
**SMILES string**: C/[NH+]=N\N=c1/cn1
**Net charge**: +1

A molecular structure, C29H24IOPY. Source: the OMol25 dataset; level of theory: wB97M-V/def2-TZVPD.

Positions of all 57 atoms, in Å:
Y  0.57  -0.04  1.27
C  -3.74  1.91  -2.15
C  -2.39  2.22  -2.20
C  -1.43  1.26  -1.93
C  -1.82  -0.04  -1.65
C  -3.18  -0.35  -1.57
C  -4.14  0.62  -1.82
P  -0.62  -1.38  -1.25
C  -0.87  -2.56  -2.62
C  -0.03  -3.67  -2.60
C  -0.02  -4.56  -3.66
C  -0.85  -4.34  -4.74
C  -1.72  -3.26  -4.75
C  -1.73  -2.37  -3.69
C  0.94  -0.60  -1.82
C  1.31  -0.53  -3.15
C  2.55  -0.01  -3.49
C  3.39  0.42  -2.48
C  3.00  0.39  -1.15
C  1.76  -0.12  -0.78
H  -4.48  2.67  -2.36
H  -2.08  3.22  -2.47
H  -0.38  1.52  -1.97
H  -3.49  -1.36  -1.34
H  -5.19  0.38  -1.75
H  0.63  -3.82  -1.75
H  0.65  -5.41  -3.64
H  -0.82  -5.01  -5.59
H  -2.39  -3.10  -5.58
H  -2.39  -1.51  -3.72
H  0.64  -0.89  -3.92
H  2.85  0.04  -4.52
H  4.37  0.80  -2.74
H  3.71  0.74  -0.41
I  -1.27  0.26  4.03
C  0.36  1.37  4.89
C  0.22  1.63  6.22
C  1.20  2.36  6.91
C  2.29  2.81  6.22
C  2.44  2.55  4.84
C  3.57  3.05  4.17
C  3.72  2.88  2.83
C  2.76  2.15  2.11
C  1.66  1.57  2.71
C  1.46  1.80  4.11
H  -0.65  1.29  6.76
H  1.08  2.56  7.96
H  3.06  3.37  6.72
H  4.31  3.58  4.76
H  4.58  3.28  2.31
H  2.93  2.05  1.04
C  -2.73  -1.95  1.77
O  -2.15  -0.79  1.17
H  -3.23  -2.57  1.02
H  -3.45  -1.66  2.54
H  -1.93  -2.53  2.23
H  -2.85  -0.35  0.67

Computed properties:
**E_LUMO**: -3.8 eV
**Largest force on an atom**: 1.292 eV Å⁻¹
**Net charge**: +1

A molecular structure, C18H46O15S4V. Source: the OMol25 dataset; level of theory: wB97M-V/def2-TZVPD.

Positions of all 84 atoms, in Å:
O  16.01  13.78  -27.45
V  16.16  12.93  -26.16
C  20.42  11.04  -27.02
C  18.91  10.81  -26.78
C  18.51  9.88  -25.56
O  18.19  12.03  -26.60
H  20.96  10.22  -27.49
H  20.90  11.17  -26.05
H  20.71  11.78  -27.76
H  18.53  10.40  -27.72
H  19.09  8.95  -25.62
H  17.45  9.66  -25.66
H  18.78  10.36  -24.62
C  14.51  9.11  -26.52
C  13.78  10.37  -26.47
C  12.68  10.44  -25.43
O  14.51  11.57  -26.64
H  13.83  8.28  -26.32
H  15.30  9.01  -25.77
H  14.95  8.95  -27.51
H  13.17  10.34  -27.38
H  11.96  11.24  -25.58
H  13.04  10.59  -24.41
H  12.03  9.56  -25.44
O  19.57  11.56  -33.02
S  19.05  11.66  -31.63
O  19.90  12.40  -30.70
O  17.53  12.37  -31.77
C  16.66  12.49  -30.67
C  15.89  13.82  -30.72
C  18.67  10.06  -30.90
H  17.00  12.38  -29.64
H  15.96  11.69  -30.88
H  16.33  14.63  -30.14
H  14.98  13.63  -30.15
H  15.69  14.32  -31.67
H  19.56  9.44  -31.02
H  17.76  9.64  -31.33
H  18.60  10.08  -29.81
O  14.62  14.19  -24.97
S  13.62  14.92  -24.12
O  13.86  15.26  -22.70
O  13.19  16.27  -24.99
C  13.06  17.56  -24.34
C  11.60  17.99  -23.87
C  12.09  13.90  -24.23
H  13.48  18.24  -25.08
H  13.73  17.72  -23.49
H  11.74  18.99  -23.47
H  11.24  17.33  -23.08
H  10.85  17.89  -24.66
H  11.96  13.71  -25.29
H  11.27  14.43  -23.73
H  12.31  12.90  -23.86
O  18.82  16.57  -25.62
S  18.16  15.70  -24.66
O  17.41  14.50  -25.09
O  19.34  15.10  -23.64
C  20.35  14.33  -24.32
C  21.32  13.74  -23.36
C  17.11  16.64  -23.49
H  20.99  14.95  -24.95
H  20.05  13.58  -25.06
H  21.86  14.59  -22.95
H  22.10  13.15  -23.83
H  20.80  13.19  -22.57
H  17.75  17.28  -22.87
H  16.56  15.88  -22.92
H  16.41  17.24  -24.06
O  16.44  9.96  -22.60
S  16.55  11.43  -22.84
O  16.43  12.07  -24.16
O  15.46  12.18  -21.79
C  14.32  11.47  -21.40
C  13.37  12.43  -20.66
C  18.08  12.11  -22.11
H  14.59  10.64  -20.74
H  13.88  10.94  -22.24
H  12.40  12.00  -20.42
H  13.25  13.35  -21.23
H  13.86  12.86  -19.79
H  17.93  13.18  -22.19
H  19.02  11.95  -22.63
H  18.09  11.74  -21.08

Computed properties:
**Spin multiplicity**: 3
**E_LUMO (spin up / spin down)**: 1.9 / 1.9 eV
**Largest force on an atom**: 4.848 eV Å⁻¹
**Expectation value of S²**: 2.017
**Net charge**: -1

A single CH5N3S molecule. Source: the OMol25 dataset; level of theory: wB97M-V/def2-TZVPD.

Positions of all 10 atoms, in Å:
N  1.78  -0.62  0.18
N  0.60  0.05  -0.29
C  -0.65  -0.11  0.02
N  -1.46  1.06  0.18
S  -1.31  -1.56  -0.05
H  1.96  -1.25  -0.53
H  1.60  -1.12  1.00
H  1.01  0.98  -0.34
H  -1.16  1.87  -0.56
H  -2.38  0.69  0.38

Computed properties:
**E_LUMO**: 0.6 eV
**Largest force on an atom**: 5.845 eV Å⁻¹
**SMILES string**: NNC(N)=S

A gas-phase ion, C2H2N5 (charge +1). Source: the OMol25 dataset; level of theory: wB97M-V/def2-TZVPD.

Positions of all 9 atoms, in Å:
C  1.10  1.31  0.09
C  -2.23  1.74  -0.11
N  0.10  -0.87  0.03
N  0.52  0.32  -0.11
N  -2.28  -0.71  0.10
N  -1.14  -1.24  -0.06
N  -2.26  0.58  0.03
H  1.88  2.15  0.10
H  -1.20  -2.19  0.14

Computed properties:
**E_LUMO (spin up / spin down)**: -6.8 / -6.8 eV
**Largest force on an atom**: 3.685 eV Å⁻¹
**Net charge**: +1

2 unconnected molecules or ions with the total composition C8H17NO2. Source: the OMol25 dataset; level of theory: wB97M-V/def2-TZVPD.

Positions of all 28 atoms, in Å:
C  -1.52  -2.72  -0.28
C  -2.08  -1.57  0.09
O  -3.41  -1.37  0.31
C  -3.76  -0.02  0.65
C  -3.38  0.95  -0.44
N  -3.99  2.25  -0.19
H  -2.07  -3.63  -0.41
H  -0.45  -2.74  -0.53
H  -1.48  -0.67  0.30
H  -3.35  0.28  1.62
H  -4.85  0.02  0.80
H  -2.28  0.95  -0.52
H  -3.73  0.58  -1.42
H  -3.57  2.91  -0.83
H  -3.71  2.56  0.75
C  4.82  1.35  0.42
C  4.55  0.16  -0.13
C  3.59  -0.82  0.46
O  2.46  -1.05  -0.38
C  1.66  0.10  -0.59
H  5.58  2.02  0.02
H  4.31  1.68  1.32
H  5.08  -0.14  -1.03
H  4.05  -1.80  0.58
H  3.25  -0.50  1.45
H  2.13  0.79  -1.31
H  0.69  -0.24  -1.04
H  1.46  0.66  0.33

Computed properties:
**E_LUMO**: 0.8 eV
**Largest force on an atom**: 1.005 eV Å⁻¹
**SMILES string**: C=COCCN.C=CCOC

A single CHClFNO2 molecule. Source: the OMol25 dataset; level of theory: wB97M-V/def2-TZVPD.

Positions of all 7 atoms, in Å:
O  1.55  0.93  0.33
N  0.95  0.03  -0.16
O  1.37  -0.90  -0.75
C  -0.57  0.13  -0.07
F  -1.21  -0.79  -0.81
Cl  -0.90  -0.50  1.80
H  -1.18  1.11  -0.34

Computed properties:
**E_LUMO**: -1.0 eV
**Largest force on an atom**: 3.906 eV Å⁻¹
**SMILES string**: O=[N+]([O-])[C@@H](F)Cl

9 unconnected molecules or ions with the total composition C32H90N8O9. Source: the OMol25 dataset; level of theory: wB97M-V/def2-TZVPD.

Positions of all 139 atoms, in Å:
C  -4.30  -7.02  -2.43
O  -3.85  -5.69  -2.51
C  -2.80  -5.40  -1.62
C  -2.34  -3.96  -1.74
C  -1.82  -3.56  -3.15
N  -1.34  -3.61  -0.73
H  -4.77  -7.32  -1.49
H  -3.48  -7.74  -2.57
H  -5.00  -7.11  -3.26
H  -3.21  -5.49  -0.61
H  -1.91  -6.05  -1.65
H  -3.21  -3.30  -1.66
H  -2.55  -3.58  -3.96
H  -0.89  -4.10  -3.35
H  -1.50  -2.52  -3.11
H  -0.56  -4.23  -0.96
H  -0.98  -2.71  -1.02
C  4.94  -3.65  -1.69
O  4.06  -3.32  -2.76
C  4.18  -2.00  -3.21
C  3.46  -0.99  -2.28
C  1.96  -1.29  -2.16
N  3.61  0.38  -2.78
H  4.97  -4.72  -1.53
H  4.77  -2.99  -0.84
H  5.96  -3.48  -2.10
H  5.22  -1.65  -3.31
H  3.76  -1.95  -4.22
H  3.86  -1.01  -1.26
H  1.57  -1.26  -3.18
H  1.50  -0.59  -1.46
H  1.85  -2.28  -1.73
H  4.34  0.44  -3.49
H  2.82  0.65  -3.35
C  6.75  4.81  0.95
O  5.75  3.97  0.49
C  4.43  4.43  0.72
C  3.42  3.43  0.22
C  3.38  2.20  1.16
N  3.79  3.01  -1.13
H  6.73  5.16  1.99
H  6.85  5.67  0.27
H  7.73  4.33  0.90
H  4.36  4.62  1.80
H  4.25  5.42  0.27
H  2.43  3.89  0.19
H  4.38  1.77  1.20
H  2.72  1.43  0.75
H  3.04  2.52  2.15
H  4.79  3.14  -1.26
H  3.58  2.05  -1.38
C  -1.82  0.20  6.02
O  -1.82  -0.12  4.65
C  -1.84  -1.53  4.42
C  -1.72  -1.73  2.90
C  -2.98  -1.24  2.18
N  -1.38  -3.16  2.59
H  -2.06  1.26  6.12
H  -0.85  0.14  6.51
H  -2.54  -0.40  6.59
H  -0.99  -2.00  4.93
H  -2.80  -1.92  4.76
H  -0.91  -1.09  2.57
H  -3.03  -0.20  2.52
H  -3.86  -1.84  2.38
H  -2.77  -1.27  1.11
H  -1.70  -3.28  1.63
H  -2.08  -3.68  3.13
C  0.00  3.25  -2.13
O  -0.64  4.34  -2.78
C  -1.83  3.96  -3.39
C  -2.78  5.15  -3.44
C  -2.15  6.45  -3.98
N  -3.30  5.49  -2.07
H  0.96  3.58  -1.76
H  0.17  2.41  -2.82
H  -0.65  2.85  -1.34
H  -1.66  3.61  -4.42
H  -2.43  3.18  -2.90
H  -3.73  5.01  -3.96
H  -2.92  7.22  -4.06
H  -1.71  6.22  -4.95
H  -1.34  6.83  -3.36
H  -3.20  4.66  -1.49
H  -2.67  6.13  -1.61
C  -5.52  -1.79  -3.86
O  -4.26  -1.41  -3.37
C  -4.39  -0.26  -2.57
C  -3.21  -0.12  -1.58
C  -3.57  0.95  -0.55
N  -1.95  0.19  -2.24
H  -5.99  -1.06  -4.53
H  -6.25  -1.94  -3.06
H  -5.39  -2.73  -4.40
H  -4.36  0.72  -3.07
H  -5.30  -0.23  -1.96
H  -3.09  -1.12  -1.15
H  -3.82  1.91  -1.00
H  -2.69  1.30  0.00
H  -4.21  0.63  0.27
H  -1.19  0.03  -1.57
H  -1.80  -0.58  -2.89
C  3.88  -5.64  1.99
O  3.35  -4.45  1.38
C  2.86  -3.56  2.37
C  2.42  -2.29  1.65
C  2.11  -1.22  2.71
N  1.15  -2.52  0.91
H  3.10  -6.37  2.23
H  4.48  -5.47  2.88
H  4.46  -6.05  1.16
H  2.02  -4.00  2.92
H  3.61  -3.27  3.12
H  3.24  -2.02  0.99
H  3.05  -0.79  3.07
H  1.64  -1.70  3.57
H  1.55  -0.39  2.30
H  1.30  -3.38  0.38
H  0.42  -2.77  1.59
C  0.97  1.65  4.82
O  0.56  2.88  4.21
C  -0.50  2.67  3.30
C  -1.06  3.98  2.80
C  -2.38  3.82  2.08
N  -0.02  4.66  1.97
H  0.59  1.70  5.84
H  2.06  1.61  4.81
H  0.65  0.74  4.32
H  -0.16  2.01  2.48
H  -1.38  2.29  3.84
H  -1.18  4.64  3.67
H  -2.78  4.81  1.89
H  -3.13  3.26  2.64
H  -2.22  3.20  1.19
H  -0.30  5.63  1.87
H  0.82  4.65  2.55
O  -0.20  0.00  0.15
H  0.11  0.76  0.66
H  0.24  -0.78  0.56

Computed properties:
**E_LUMO**: 0.6 eV
**Largest force on an atom**: 2.506 eV Å⁻¹
**SMILES string**: COC[C@H](C)N.COC[C@H](C)N.COC[C@H](C)N.COC[C@H](C)N.COC[C@H](C)N.COC[C@H](C)N.COC[C@H](C)N.COC[C@H](C)N.O

A molecular structure, C25H18Cl3FN2O6Ru. Source: the OMol25 dataset; level of theory: wB97M-V/def2-TZVPD.

Positions of all 56 atoms, in Å:
Ru  -0.36  0.43  -1.54
O  1.39  0.16  0.32
C  1.38  1.08  1.36
C  -0.09  1.95  1.35
O  -0.34  2.47  2.41
O  -0.62  1.94  0.24
C  1.44  0.24  2.61
C  0.30  -0.38  3.10
C  0.40  -1.29  4.14
C  1.64  -1.60  4.68
C  2.77  -0.97  4.20
C  2.68  -0.06  3.17
C  2.32  2.22  1.25
C  2.60  3.00  2.37
C  3.43  4.09  2.28
C  4.02  4.42  1.07
C  3.73  3.67  -0.06
C  2.87  2.59  0.02
H  1.87  0.49  -0.46
H  -0.65  -0.16  2.65
H  -0.49  -1.78  4.51
H  1.71  -2.33  5.48
H  3.74  -1.21  4.62
H  3.57  0.42  2.78
H  2.12  2.75  3.31
H  3.62  4.70  3.15
H  4.69  5.27  1.00
H  4.16  3.94  -1.02
H  2.63  2.07  -0.89
O  -1.08  -1.12  -0.03
C  -1.69  -2.23  -0.05
C  -2.07  -2.84  1.18
C  -2.74  -4.02  1.25
C  -3.11  -4.68  0.08
C  -2.78  -4.13  -1.14
C  -2.07  -2.94  -1.25
C  -1.72  -2.41  -2.54
N  -0.84  -1.45  -2.80
C  -0.82  -1.26  -4.14
C  -1.68  -2.13  -4.73
N  -2.24  -2.86  -3.72
H  -1.78  -2.32  2.08
H  -2.98  -4.45  2.21
H  -3.65  -5.62  0.13
H  -3.06  -4.66  -2.04
H  -0.18  -0.51  -4.57
H  -1.93  -2.30  -5.76
H  -2.95  -3.56  -3.82
F  1.64  0.46  -2.40
Cl  -3.08  4.41  -3.63
C  -3.04  2.71  -4.06
Cl  -2.42  2.55  -5.70
Cl  -4.66  2.03  -3.99
C  -2.09  1.92  -3.09
O  -2.58  0.93  -2.55
O  -0.95  2.37  -3.00

Computed properties:
**Spin multiplicity**: 2
**E_LUMO (spin up / spin down)**: 0.7 / 1.3 eV
**Largest force on an atom**: 4.606 eV Å⁻¹
**Expectation value of S²**: 0.985
**Net charge**: -1

2 unconnected molecules or ions with the total composition C6H10S. Source: the OMol25 dataset; level of theory: wB97M-V/def2-TZVPD.

Positions of all 17 atoms, in Å:
C  -1.80  1.20  1.47
C  -0.85  0.65  0.45
C  0.46  0.97  0.90
C  1.59  0.52  0.18
C  1.60  -0.96  0.03
C  0.29  -1.62  -0.44
S  -0.64  -0.19  -1.12
H  -2.76  1.57  1.36
H  -1.51  1.09  2.39
H  0.53  2.09  1.25
H  2.45  1.21  -0.10
H  1.87  -1.49  1.07
H  2.45  -1.17  -0.71
H  0.39  -2.36  -1.21
H  -0.35  -2.15  0.34
H  -1.71  0.60  -2.78
H  -2.02  0.04  -3.11

Computed properties:
**E_LUMO (spin up / spin down)**: -0.4 / -0.3 eV
**Largest force on an atom**: 9.751 eV Å⁻¹
**SMILES string**: C=C1C=CCCS1.[H][H]